Computed, not measured: a structure of composition C35H82IN2O29S9V at a distorted geometry, with wB97M-V/def2-TZVPD.

Geometry as XYZ:
```
159
Properties=species:S:1:pos:R:3:forces:R:3
O -19.80914 17.73158 -1.68870 -0.421 -0.485 -0.017
V -20.99224 18.53868 -1.02361 0.935 -0.049 1.629
O -20.57483 18.77437 0.49455 -0.635 -0.361 -1.155
I -23.36523 17.41257 -1.26301 0.420 0.112 -0.099
O -22.61986 20.29211 1.76218 0.242 0.499 -0.788
S -23.00302 19.52006 2.89007 1.462 -0.102 0.962
O -22.53326 19.94510 4.19329 -0.243 -0.528 -0.594
O -24.54655 19.54517 2.84380 -0.618 0.077 -0.232
C -25.29142 19.27470 4.02849 -2.701 -1.400 -0.949
C -25.60560 20.54717 4.71649 -0.862 1.935 -0.046
C -22.69177 17.79682 2.57607 -0.863 1.087 0.901
H -24.90703 18.44517 4.58005 1.004 -0.138 0.775
H -26.21364 18.78179 3.61030 0.525 0.767 0.357
H -25.95685 21.29915 3.94171 0.157 -0.929 0.902
H -24.73544 20.98756 5.14679 0.968 0.224 0.189
H -26.31728 20.55288 5.56198 -0.008 -0.618 -0.676
H -23.22151 17.66044 1.66611 -0.130 -0.420 -1.004
H -23.20579 17.24130 3.34766 0.087 -0.268 0.372
H -21.64945 17.59766 2.51517 0.778 -0.149 -0.070
O -16.92225 7.37996 4.55784 -0.637 0.338 0.106
S -17.89480 8.35246 4.13520 -0.676 -0.135 -0.797
O -19.17287 7.93515 3.58909 1.277 -0.340 -0.580
O -18.34882 9.32582 5.28253 0.057 0.350 0.986
C -19.52077 8.81828 6.07896 0.618 -0.144 -1.266
C -19.69115 9.71027 7.28688 0.490 -1.371 0.082
C -17.02223 9.51898 3.09152 0.274 -0.069 -0.689
H -19.29586 7.72018 6.16348 -0.540 1.130 0.816
H -20.41209 8.94248 5.46320 0.213 -0.301 -0.241
H -20.19059 10.63796 7.04472 0.041 0.165 -0.103
H -18.73109 9.87238 7.76110 0.085 0.224 0.196
H -20.30700 9.11695 7.96050 -0.178 0.273 0.302
H -16.60591 9.01523 2.16605 -0.514 0.198 1.340
H -16.18743 9.96911 3.68099 -0.830 -0.326 -0.463
H -17.76127 10.25076 2.74575 0.309 0.052 0.297
O -13.72854 18.07131 4.41739 -1.173 0.799 0.890
S -15.13393 18.36228 4.66766 -0.161 -0.515 0.132
O -16.04053 17.35035 4.18323 0.023 0.012 0.098
O -15.51930 18.65985 6.25731 1.841 -1.657 -0.802
C -14.89052 17.56380 7.13662 -0.773 -0.075 -1.318
C -14.86327 18.05646 8.57408 -0.474 1.414 -1.444
C -15.62566 19.93802 4.08751 1.065 0.265 0.684
H -13.87078 17.38901 6.71545 -0.751 0.176 0.529
H -15.51840 16.64212 6.93305 0.722 1.026 0.523
H -14.31689 19.04197 8.57602 -0.978 -0.800 0.267
H -14.27508 17.39463 9.11615 1.279 -1.342 1.031
H -15.84443 18.03259 9.07166 0.270 0.574 -0.423
H -14.94437 20.58521 4.66929 -0.681 0.194 -0.360
H -16.67186 20.02772 4.34189 -0.147 0.336 0.023
H -15.45901 20.07392 3.02340 -0.029 -0.362 -0.072
O -18.37100 14.00901 -0.63590 0.492 0.406 0.435
S -18.69920 14.09430 -2.01653 -3.116 -2.152 -0.801
O -18.13620 15.05254 -2.89247 0.641 0.096 -0.362
O -18.56497 12.59960 -2.64119 1.083 1.605 -0.637
C -18.59507 11.50390 -1.73884 -0.711 -0.396 1.097
C -17.21514 11.13353 -1.21383 0.164 -1.221 0.836
C -20.52161 14.13969 -2.15342 0.624 -0.797 0.018
H -19.09189 10.70964 -2.33283 0.500 0.248 0.506
H -19.25920 11.78363 -0.88090 0.427 -0.463 -0.624
H -16.80550 11.85344 -0.46747 -0.394 -0.335 -0.797
H -16.51393 10.95818 -2.03203 0.009 0.344 0.006
H -17.26223 10.13023 -0.68788 -0.196 1.063 -0.457
H -20.98865 13.26384 -1.70553 0.562 -0.421 -0.057
H -20.99386 14.29051 -3.12274 0.717 0.182 -0.143
H -20.76933 14.88273 -1.47475 -0.726 1.966 1.031
O -20.99495 20.23760 -1.97544 -0.077 0.550 -0.494
S -20.79057 20.50289 -3.41471 0.164 -0.383 -2.046
O -19.62846 21.20576 -3.84888 -0.188 0.628 0.953
O -20.80626 19.16888 -4.19078 -0.833 -0.859 0.144
C -19.60060 18.32040 -4.59362 0.776 1.052 2.729
C -20.12116 16.94103 -4.89308 0.098 -0.058 0.849
C -22.30316 21.22987 -4.03571 0.477 1.115 -1.723
H -18.92326 18.32820 -3.67284 -0.932 -0.132 -1.339
H -19.13197 18.93071 -5.35301 0.056 -0.392 -0.520
H -19.24032 16.24989 -4.92571 -0.903 0.454 0.109
H -20.61597 16.97143 -5.84445 -0.345 -0.315 -0.515
H -20.86568 16.64045 -4.08765 1.144 0.259 -0.940
H -22.38320 22.33900 -3.84717 0.237 -1.357 0.246
H -23.16110 20.68400 -3.74529 -0.817 -0.453 1.259
H -22.37407 21.07391 -5.14925 0.890 0.280 0.957
O -18.32710 21.25016 3.03277 -0.418 2.608 0.057
S -18.61884 22.70278 3.07943 1.163 -1.718 0.844
O -17.53356 23.64360 3.27226 -1.132 -0.793 -0.508
O -19.39843 23.08786 1.75083 0.701 0.907 0.666
C -20.09727 22.04324 1.04451 -0.143 0.021 -0.816
C -21.03801 22.60503 -0.03401 0.575 0.108 0.461
C -19.87912 22.95208 4.33307 -0.103 -1.357 -1.442
H -20.62697 21.45670 1.74473 -0.766 -0.508 0.788
H -19.36070 21.37829 0.60625 -0.032 0.034 -0.177
H -21.87538 21.92625 -0.05503 -0.094 -0.592 -0.494
H -20.48380 22.63843 -0.98058 -0.505 0.148 0.111
H -21.52907 23.56226 0.17421 0.640 0.115 0.252
H -20.63447 22.26234 3.97176 -0.584 0.098 0.003
H -20.21511 23.94704 4.34251 -0.384 1.313 -0.242
H -19.67409 22.63095 5.32490 1.016 -0.317 0.637
O -17.06266 18.96960 0.92847 0.727 -0.165 1.143
S -16.99684 19.59505 -0.34112 -1.768 -0.840 -1.859
O -18.26760 20.10607 -0.82140 0.754 0.092 -0.261
O -15.94743 20.72467 -0.46217 1.198 -0.500 0.000
C -16.31687 22.07260 -0.19519 -2.583 0.302 1.377
C -16.28620 22.85514 -1.46957 -0.367 0.170 -0.093
C -16.34459 18.42582 -1.52337 -0.320 1.306 -0.858
H -15.56051 22.44246 0.44299 0.647 0.344 1.032
H -17.33471 22.03579 0.40325 2.011 0.515 -1.410
H -15.25800 22.84281 -1.85188 -0.346 0.334 -0.054
H -16.72159 23.85174 -1.36791 0.604 0.158 0.361
H -16.95134 22.41158 -2.17483 -0.328 -0.690 -0.762
H -15.49727 17.89275 -1.12754 0.153 -0.339 0.259
H -16.08934 18.91443 -2.49258 -0.034 0.014 0.924
H -17.22361 17.84262 -1.74682 -0.148 -0.775 0.230
O -18.32450 14.24902 3.35749 1.966 -1.829 0.757
S -19.21588 15.07934 2.67543 -1.604 2.016 -1.048
O -20.32131 14.53455 1.93946 0.231 0.008 0.199
O -19.85678 16.02479 3.75721 -1.320 0.153 0.274
C -19.05576 16.74916 4.73031 -0.682 -1.301 0.765
C -19.22643 18.21495 4.53533 0.626 -0.158 -0.231
C -18.43885 16.31111 1.70684 0.157 -0.261 -0.832
H -18.03675 16.35776 4.64806 -0.121 0.450 0.252
H -19.47752 16.49244 5.74923 0.459 -0.117 -1.132
H -20.25290 18.51071 4.35467 -0.221 0.002 0.342
H -18.62941 18.58154 3.71725 0.251 0.239 -0.372
H -18.83322 18.59879 5.46044 -0.016 0.898 0.351
H -17.87990 15.90658 0.88098 0.080 -0.572 -0.284
H -17.75468 16.89686 2.26849 0.530 0.411 0.886
H -19.18995 16.96507 1.29371 -0.435 0.171 -0.002
O -24.46762 15.66584 4.72212 -0.226 0.488 -0.507
S -24.25703 14.46481 5.46636 0.089 -0.074 1.051
O -25.33568 13.92442 6.25244 0.811 -0.095 -0.875
O -23.64627 13.34928 4.51725 -0.605 0.493 -0.234
C -22.80489 13.81222 3.39025 -0.320 -1.131 -1.226
C -23.53074 13.76571 2.02565 0.600 0.269 0.328
C -22.85168 14.69356 6.52643 0.867 0.068 -0.921
H -21.99877 13.06824 3.36537 -0.035 0.561 0.223
H -22.45070 14.82219 3.55407 0.211 -0.045 0.285
H -22.85880 14.06766 1.23245 0.725 0.400 0.150
H -24.31906 14.49850 1.97523 -0.670 -0.076 0.155
H -23.80812 12.78497 1.66153 -0.577 -0.335 0.608
H -22.67751 13.66287 6.87377 0.549 0.555 -0.082
H -23.05800 15.33705 7.37137 -0.351 0.139 0.015
H -22.02465 15.17586 5.89073 -1.034 -1.092 0.985
N -24.76615 22.52973 -1.12454 0.300 -0.931 -0.749
C -25.38403 21.39338 -1.58366 -0.680 -0.369 0.053
C -25.87369 21.64311 -2.85106 0.466 -0.119 0.000
C -25.39043 22.93357 -3.28878 -0.754 0.160 0.270
C -24.74186 23.40562 -2.17556 1.481 3.180 0.587
H -24.22886 22.55532 -0.25738 -0.278 0.257 -0.652
H -25.43881 20.48237 -0.97635 -0.118 0.608 -0.276
H -26.54177 20.96897 -3.35301 0.107 -0.133 -0.343
H -25.60925 23.54000 -4.22791 0.356 -1.178 1.546
H -24.26403 24.42379 -1.99604 -0.727 -1.571 -0.439
N -14.36130 16.70781 1.35725 0.125 -1.252 -2.212
C -13.34350 17.50813 0.91444 0.582 -1.490 -1.149
C -12.89165 16.90512 -0.28805 0.576 1.294 -0.020
C -13.71170 15.77535 -0.55963 0.417 0.127 -1.026
C -14.61736 15.65759 0.43565 0.601 2.001 1.893
H -14.84458 16.77514 2.20801 -0.602 0.343 1.219
H -12.94414 18.31723 1.53115 -0.259 -0.373 -0.416
H -12.07063 17.23929 -0.98398 -1.046 -0.220 1.173
H -13.66901 15.16661 -1.46698 0.055 0.186 0.518
H -15.39695 14.97814 0.64417 -0.615 -0.607 0.048
```
Forces are in eV/Å.

LUMO   -0.62 eV
Maximum force   3.87 eV/A
HOMO-LUMO gap   7.39 eV
Multiplicity   1
HOMO   -8.0 eV
E   -231283.704 eV

Atom charges from the Löwdin analysis, given in e for atoms 1 to 6: -0.3631 0.4056 -0.3354 0.3264 -0.2900 0.5529